Entry 1:
11 unconnected molecules or ions with the total composition C64H188N30O12P10 at a distorted geometry. Source: OMol25; level of theory: ωB97M-V/def2-TZVPD.

Output
LUMO level = 0.46 eV
orbital gap = 8.6 eV
SMILES string = CN(C)P(=O)(N(C)C)N(C)C.CN(C)P(=O)(N(C)C)N(C)C.CN(C)P(=O)(N(C)C)N(C)C.CN(C)P(=O)(N(C)C)N(C)C.CN(C)P(=O)(N(C)C)N(C)C.CN(C)P(=O)(N(C)C)N(C)C.CN(C)P(=O)(N(C)C)N(C)C.CN(C)P(=O)(N(C)C)N(C)C.CN(C)P(=O)(N(C)C)N(C)C.CN(C)P(=O)(N(C)C)N(C)C.CCOC(C)=O
total charge = 0

Each line ends with the Mulliken charge.
Cartesian coordinates (Å):
1 O 1.35 4.29 -1.55  0.147
2 P 2.14 5.42 -1.08  -0.485
3 N 1.26 6.81 -0.69  0.648
4 C -0.19 6.99 -1.08  -0.522
5 C 1.79 8.00 -0.07  -1.324
6 N 3.41 5.77 -2.18  0.542
7 C 4.40 6.80 -2.01  -1.239
8 C 2.87 5.70 -3.57  -0.815
9 N 3.12 5.26 0.28  0.235
10 C 2.50 5.19 1.60  -1.055
11 C 4.34 4.45 0.25  -0.974
12 H -0.43 6.25 -1.80  -0.070
13 H -0.39 8.01 -1.47  0.293
14 H -0.86 6.85 -0.25  0.300
15 H 2.82 7.90 0.25  0.383
16 H 1.24 8.28 0.84  0.294
17 H 1.68 8.77 -0.80  0.436
18 H 5.14 6.82 -2.84  0.331
19 H 4.01 7.75 -2.08  0.399
20 H 4.90 6.76 -1.02  0.349
21 H 2.47 4.71 -3.63  -0.162
22 H 2.10 6.42 -3.88  0.241
23 H 3.61 5.86 -4.40  0.421
24 H 2.93 5.86 2.37  0.256
25 H 1.46 5.47 1.63  0.481
26 H 2.51 4.11 1.91  0.028
27 H 4.92 4.41 -0.68  0.541
28 H 3.99 3.39 0.42  -0.253
29 H 4.92 4.83 1.11  0.430
30 O -2.90 3.50 5.35  -0.964
31 P -4.11 2.74 5.67  0.823
32 N -4.99 2.85 4.25  0.231
33 C -4.50 3.43 3.03  -1.095
34 C -6.48 2.44 4.30  -1.101
35 N -4.98 3.31 7.00  0.354
36 C -4.60 4.62 7.57  -0.995
37 C -5.97 2.59 7.76  -1.203
38 N -3.97 1.16 6.00  0.317
39 C -3.48 0.82 7.33  -1.330
40 C -3.67 0.23 4.89  -0.633
41 H -4.99 4.41 2.71  0.285
42 H -4.50 2.67 2.17  0.456
43 H -3.47 3.72 3.19  0.163
44 H -6.62 1.35 4.35  0.230
45 H -6.83 2.84 3.35  0.478
46 H -6.88 3.02 5.11  0.335
47 H -5.36 5.40 7.55  0.273
48 H -4.31 4.47 8.62  0.320
49 H -3.74 4.95 6.94  0.218
50 H -6.11 1.64 7.31  0.403
51 H -5.74 2.38 8.84  0.298
52 H -6.97 3.02 7.72  0.348
53 H -4.15 0.18 7.94  0.286
54 H -2.57 0.20 7.21  0.407
55 H -3.13 1.64 7.93  0.492
56 H -4.29 0.56 4.06  0.252
57 H -3.86 -0.75 5.27  0.464
58 H -2.60 0.30 4.60  -0.052
59 O 6.26 0.14 -3.49  -0.908
60 P 4.89 0.09 -4.01  0.454
61 N 4.88 -0.70 -5.49  0.095
62 C 5.91 -0.33 -6.47  -1.171
63 C 3.59 -1.05 -6.19  -0.829
64 N 4.19 1.54 -3.95  0.333
65 C 2.95 1.89 -4.64  0.034
66 C 4.79 2.66 -3.21  -0.880
67 N 3.85 -0.92 -3.20  0.938
68 C 4.34 -2.26 -2.99  -1.024
69 C 3.13 -0.32 -2.08  0.583
70 H 5.59 0.58 -6.96  0.324
71 H 6.08 -1.15 -7.22  0.306
72 H 6.83 -0.20 -5.97  0.392
73 H 3.16 -0.19 -6.79  0.289
74 H 2.91 -1.26 -5.40  0.248
75 H 3.63 -1.92 -6.97  0.302
76 H 3.02 2.54 -5.48  0.422
77 H 2.46 0.95 -4.94  0.123
78 H 2.38 2.44 -3.88  -0.668
79 H 5.60 2.19 -2.64  0.494
80 H 5.15 3.44 -3.88  0.321
81 H 4.12 3.09 -2.48  -0.033
82 H 5.27 -2.26 -2.39  0.157
83 H 3.61 -2.91 -2.46  0.295
84 H 4.50 -2.66 -3.97  0.398
85 H 2.17 -0.86 -1.99  -0.693
86 H 3.08 0.73 -2.22  -0.281
87 H 3.70 -0.47 -1.15  -0.009
88 O 3.29 -6.40 2.70  -0.738
89 P 3.90 -6.06 4.01  0.061
90 N 5.05 -4.92 3.92  0.417
91 C 5.27 -3.79 4.83  -0.867
92 C 5.67 -4.76 2.59  -1.096
93 N 4.48 -7.43 4.74  0.206
94 C 5.43 -7.28 5.81  -0.795
95 C 4.13 -8.79 4.31  -0.904
96 N 2.80 -5.54 5.17  0.354
97 C 2.01 -4.38 4.79  -0.664
98 C 2.00 -6.63 5.75  -0.823
99 H 4.93 -4.01 5.86  0.410
100 H 4.73 -2.97 4.37  0.086
101 H 6.32 -3.46 4.84  0.434
102 H 6.71 -4.48 2.61  0.367
103 H 5.18 -3.98 2.03  0.151
104 H 5.57 -5.69 2.03  0.459
105 H 4.95 -7.49 6.72  0.371
106 H 6.42 -7.78 5.77  0.312
107 H 5.65 -6.19 5.83  0.071
108 H 3.62 -8.82 3.32  0.140
109 H 4.99 -9.47 4.24  0.306
110 H 3.43 -9.20 5.01  0.335
111 H 2.63 -3.72 4.20  -0.116
112 H 1.18 -4.69 4.12  0.362
113 H 1.48 -3.79 5.55  0.331
114 H 2.68 -7.30 6.34  0.159
115 H 1.50 -7.21 4.99  0.294
116 H 1.29 -6.20 6.50  0.353
117 O 0.48 3.12 -7.09  -0.970
118 P -0.91 2.95 -6.59  0.381
119 N -1.21 3.20 -4.95  1.466
120 C -0.67 4.40 -4.44  -1.969
121 C -0.87 2.03 -4.15  0.580
122 N -1.54 1.44 -7.00  0.443
123 C -0.60 0.36 -7.12  -1.131
124 C -2.94 1.00 -6.99  -0.697
125 N -1.86 4.20 -7.26  0.217
126 C -3.35 4.04 -7.19  -0.093
127 C -1.45 4.79 -8.54  -1.155
128 H -0.83 5.20 -5.14  0.588
129 H 0.41 4.31 -4.25  0.806
130 H -1.02 4.69 -3.48  0.128
131 H -1.12 1.07 -4.56  0.144
132 H -1.24 2.04 -3.09  -0.078
133 H 0.22 2.08 -3.93  -1.404
134 H 0.38 0.82 -7.15  0.325
135 H -0.68 -0.43 -6.36  0.208
136 H -0.64 -0.13 -8.06  0.455
137 H -3.71 1.60 -6.60  -0.033
138 H -3.18 0.63 -8.07  0.184
139 H -3.05 0.08 -6.42  0.323
140 H -3.84 5.01 -7.05  0.382
141 H -3.63 3.63 -8.16  0.325
142 H -3.58 3.45 -6.37  -0.610
143 H -1.65 4.20 -9.39  0.398
144 H -0.37 5.01 -8.68  0.267
145 H -2.11 5.64 -8.64  0.402
146 O -4.83 0.15 -4.30  -0.283
147 P -5.75 1.08 -3.68  -1.200
148 N -7.00 0.29 -2.81  0.877
149 C -8.41 0.64 -2.80  -1.055
150 C -6.52 -0.62 -1.71  -1.021
151 N -6.50 2.08 -4.80  0.752
152 C -7.24 3.26 -4.40  -1.011
153 C -6.80 1.37 -6.06  -0.837
154 N -4.97 2.06 -2.58  1.672
155 C -5.41 2.40 -1.23  -1.320
156 C -3.77 2.77 -2.97  -0.463
157 H -9.08 -0.22 -2.52  0.303
158 H -8.69 0.90 -3.82  0.244
159 H -8.62 1.49 -2.12  0.251
160 H -7.12 -1.57 -1.68  0.452
161 H -6.40 -0.24 -0.68  0.280
162 H -5.51 -0.90 -2.15  0.054
163 H -7.02 4.17 -5.00  0.265
164 H -8.30 2.99 -4.42  0.365
165 H -6.96 3.53 -3.38  0.241
166 H -7.67 0.67 -5.95  0.194
167 H -7.07 2.06 -6.88  0.353
168 H -5.92 0.74 -6.24  0.134
169 H -6.32 1.91 -1.02  0.464
170 H -4.65 2.07 -0.58  0.162
171 H -5.52 3.49 -1.20  0.258
172 H -3.96 3.78 -3.26  0.433
173 H -3.23 2.22 -3.74  -0.281
174 H -2.99 2.78 -2.19  -0.434
175 O 6.41 -1.82 2.89  -0.747
176 P 6.26 -0.51 2.21  -0.842
177 N 7.20 -0.20 0.91  0.692
178 C 6.86 -0.44 -0.53  -0.506
179 C 8.63 -0.44 1.25  -1.163
180 N 6.47 0.70 3.25  0.848
181 C 6.49 0.32 4.69  -1.072
182 C 6.60 2.11 3.00  -1.027
183 N 4.71 -0.43 1.51  1.463
184 C 4.22 0.89 1.17  -1.045
185 C 3.64 -1.42 1.83  0.726
186 H 6.72 -1.49 -0.71  0.151
187 H 7.66 -0.11 -1.13  0.528
188 H 6.02 0.18 -0.79  -0.253
189 H 8.85 -1.52 1.17  0.286
190 H 8.78 -0.09 2.21  0.423
191 H 9.24 0.11 0.53  0.373
192 H 5.52 0.50 5.08  0.151
193 H 6.83 -0.72 4.82  0.268
194 H 7.21 1.01 5.21  0.338
195 H 5.67 2.56 3.24  -0.127
196 H 7.48 2.56 3.51  0.456
197 H 6.76 2.34 1.98  0.282
198 H 4.89 1.39 0.56  1.027
199 H 3.33 0.86 0.60  -0.026
200 H 3.84 1.49 1.97  -0.052
201 H 4.11 -2.36 1.99  -1.015
202 H 3.04 -1.63 0.96  0.130
203 H 2.97 -1.20 2.64  -0.130
204 O -6.75 -4.36 -1.86  -0.926
205 P -5.82 -4.97 -2.83  -0.064
206 N -6.44 -6.29 -3.71  0.394
207 C -7.08 -6.02 -5.00  -0.987
208 C -6.96 -7.50 -3.02  -1.032
209 N -4.45 -5.56 -2.09  0.491
210 C -3.67 -6.63 -2.58  -1.204
211 C -3.81 -4.67 -1.08  -1.541
212 N -5.38 -3.85 -3.96  1.116
213 C -4.26 -4.00 -4.79  -1.123
214 C -6.43 -2.94 -4.53  -0.818
215 H -6.93 -6.98 -5.53  0.378
216 H -6.52 -5.26 -5.56  0.231
217 H -8.14 -5.84 -4.87  0.263
218 H -6.28 -7.63 -2.18  0.362
219 H -7.20 -8.38 -3.64  0.292
220 H -7.88 -7.21 -2.46  0.318
221 H -3.34 -7.19 -1.73  0.538
222 H -4.25 -7.25 -3.27  0.336
223 H -2.75 -6.32 -3.13  0.220
224 H -4.59 -4.04 -0.66  0.231
225 H -3.35 -5.22 -0.27  0.545
226 H -3.09 -4.07 -1.59  0.538
227 H -4.46 -4.79 -5.52  0.319
228 H -4.08 -3.04 -5.33  0.228
229 H -3.33 -4.23 -4.30  0.233
230 H -6.80 -3.32 -5.50  0.424
231 H -5.96 -1.93 -4.71  -0.158
232 H -7.28 -2.77 -3.87  0.322
233 O 3.01 2.08 3.91  0.282
234 P 2.45 2.21 5.28  -0.588
235 N 2.35 0.76 6.22  0.151
236 C 1.51 -0.17 5.59  0.437
237 C 3.51 0.23 6.86  -0.821
238 N 0.87 2.76 5.29  0.235
239 C 0.12 2.89 4.10  0.634
240 C 0.03 2.76 6.48  -0.861
241 N 3.27 3.28 6.17  0.525
242 C 3.15 3.35 7.63  -1.149
243 C 4.33 4.12 5.66  -0.585
244 H 2.13 -0.74 4.82  -0.456
245 H 0.62 0.30 5.16  -0.404
246 H 1.25 -0.95 6.34  0.521
247 H 4.10 1.08 7.10  0.443
248 H 4.04 -0.52 6.19  -0.086
249 H 3.25 -0.35 7.74  0.307
250 H -0.76 2.22 4.03  -0.473
251 H -0.28 3.93 4.04  0.298
252 H 0.63 2.82 3.15  -0.553
253 H 0.56 2.54 7.39  0.336
254 H -0.48 3.72 6.42  0.414
255 H -0.75 2.00 6.37  -0.035
256 H 3.07 4.38 7.97  0.446
257 H 2.24 2.96 8.08  0.198
258 H 3.96 2.97 8.29  0.356
259 H 4.66 3.78 4.67  -0.142
260 H 5.28 4.10 6.26  0.262
261 H 3.96 5.13 5.62  0.307
262 O -3.35 0.09 0.12  -0.769
263 P -1.88 -0.09 -0.10  -0.304
264 N -1.03 1.36 -0.27  1.439
265 C 0.36 1.28 -0.74  -0.119
266 C -1.40 2.61 0.39  -0.189
267 N -1.62 -1.09 -1.37  1.634
268 C -2.48 -0.88 -2.54  -0.928
269 C -0.39 -1.92 -1.55  -1.539
270 N -1.07 -0.95 1.11  1.005
271 C -1.76 -2.22 1.53  -0.575
272 C -0.60 -0.17 2.26  -1.128
273 H 1.09 0.98 -0.02  0.449
274 H 0.53 2.29 -1.13  -0.343
275 H 0.49 0.53 -1.47  0.045
276 H -2.42 2.50 0.84  -0.087
277 H -1.46 3.45 -0.28  0.234
278 H -0.80 2.84 1.32  -0.399
279 H -3.31 -0.19 -2.34  -0.157
280 H -1.95 -0.50 -3.37  0.053
281 H -2.90 -1.77 -2.87  0.159
282 H -0.71 -2.94 -1.67  0.530
283 H 0.24 -1.57 -2.39  0.015
284 H 0.21 -1.75 -0.66  0.349
285 H -1.00 -2.91 1.87  0.344
286 H -2.53 -2.04 2.32  0.198
287 H -2.22 -2.77 0.66  -0.200
288 H -1.42 0.06 2.89  0.088
289 H -0.07 0.72 1.96  -0.088
290 H 0.12 -0.73 2.84  0.559
291 O -1.59 -8.39 0.78  -0.601
292 C -0.83 -8.73 -0.09  0.881
293 O 0.38 -8.26 -0.26  -0.367
294 C 1.03 -7.47 0.78  -0.278
295 C 1.01 -5.97 0.48  -0.431
296 C -1.07 -9.86 -1.10  -1.183
297 H 2.02 -7.88 0.82  0.170
298 H 0.56 -7.65 1.73  0.354
299 H 0.02 -5.56 0.10  0.096
300 H 1.69 -5.67 -0.35  0.303
301 H 1.43 -5.49 1.37  0.109
302 H -1.85 -10.43 -0.69  0.342
303 H -0.07 -10.27 -1.23  0.376
304 H -1.37 -9.57 -2.13  0.255

---

Entry 2:
3 unconnected molecules or ions with the total composition C24H51Cl2FN2O6P3 at a distorted geometry. Source: OMol25; level of theory: ωB97M-V/def2-TZVPD.

Output
LUMO level = -3.92 eV
orbital gap = 7.2 eV
total charge = +1

Each line ends with the Mulliken charge.
Cartesian coordinates (Å):
1 C 3.24 -3.17 -2.88  -1.060
2 C 2.90 -2.09 -2.11  -1.061
3 C 1.55 -1.41 -2.11  0.613
4 P 1.97 0.41 -2.12  1.166
5 O 2.80 0.77 -0.98  -0.793
6 O 0.67 1.29 -2.35  -0.471
7 O 2.85 0.60 -3.45  -0.599
8 C 0.67 -1.68 -3.35  -0.859
9 O -0.62 -2.18 -3.10  -0.175
10 C -1.33 -1.44 -2.11  -0.372
11 P -3.09 -2.14 -2.18  -0.343
12 C -2.88 -3.97 -2.02  -1.009
13 C -4.08 -1.67 -0.71  -0.513
14 C -4.70 -0.25 -0.82  -0.830
15 C -0.62 -1.42 -0.73  -0.095
16 F -1.15 -2.41 0.02  -0.381
17 P -1.03 0.16 0.21  0.857
18 N -1.87 -0.24 1.43  -0.771
19 O -1.86 1.20 -0.71  -0.430
20 O 0.33 0.86 0.69  -0.366
21 N 0.90 -1.77 -0.79  0.666
22 C 1.11 -3.17 -0.40  -0.134
23 Cl 0.65 -4.43 -1.48  -0.074
24 C 1.62 -3.48 0.79  0.943
25 C 1.86 -4.86 1.31  -1.294
26 Cl 2.02 -2.20 1.89  -0.124
27 H 3.24 -3.11 -3.97  0.312
28 H 3.52 -4.09 -2.39  0.279
29 H 3.65 -1.64 -1.47  0.496
30 H 0.89 2.15 -2.73  0.413
31 H 2.72 -0.14 -4.06  0.379
32 H 0.53 -0.73 -3.90  0.461
33 H 1.14 -2.36 -4.06  0.175
34 H -1.41 -0.42 -2.51  0.714
35 H -2.23 -4.33 -2.81  0.288
36 H -3.86 -4.41 -2.20  0.480
37 H -2.56 -4.28 -1.02  0.225
38 H -3.61 -1.83 0.25  0.450
39 H -4.94 -2.36 -0.73  0.528
40 H -4.20 0.34 -1.58  0.324
41 H -5.74 -0.31 -1.14  0.426
42 H -4.66 0.25 0.14  -0.133
43 H -2.78 0.21 1.39  -0.001
44 H -1.44 2.06 -0.65  0.325
45 H 0.28 1.82 0.73  0.409
46 H 1.37 -1.18 -0.08  0.670
47 H 2.70 -4.78 2.00  0.404
48 H 2.17 -5.55 0.53  0.424
49 H 0.98 -5.19 1.86  0.299
50 C 6.19 -0.05 -2.02  -1.062
51 C 5.96 1.09 -1.03  0.386
52 C 6.40 2.45 -1.57  -0.822
53 C 7.90 2.58 -1.87  -0.807
54 C 8.82 2.29 -0.69  -0.361
55 C 8.64 3.25 0.47  -1.194
56 H 7.25 -0.18 -2.25  0.500
57 H 5.83 -0.99 -1.61  0.208
58 H 5.66 0.14 -2.96  0.163
59 H 6.46 0.87 -0.09  0.318
60 H 4.89 1.14 -0.81  -0.170
61 H 6.11 3.22 -0.85  0.367
62 H 5.84 2.68 -2.48  0.344
63 H 8.09 3.59 -2.24  0.418
64 H 8.16 1.91 -2.70  0.293
65 H 9.86 2.36 -1.04  0.399
66 H 8.68 1.26 -0.34  0.232
67 H 8.81 4.28 0.16  0.299
68 H 9.34 3.03 1.27  0.383
69 H 7.63 3.19 0.90  0.274
70 C -5.17 0.13 3.79  -1.186
71 C -6.31 0.78 3.01  -0.356
72 C -6.18 2.30 2.90  -0.486
73 C -6.22 3.05 4.23  -0.811
74 C -7.48 2.81 5.06  -0.384
75 C -8.76 3.27 4.37  -1.187
76 H -5.13 0.46 4.82  0.368
77 H -5.30 -0.96 3.80  0.370
78 H -4.21 0.35 3.32  0.202
79 H -7.27 0.51 3.45  0.352
80 H -6.31 0.35 2.00  0.247
81 H -6.97 2.67 2.24  0.356
82 H -5.23 2.54 2.39  0.250
83 H -6.13 4.12 4.03  0.388
84 H -5.34 2.78 4.83  0.314
85 H -7.37 3.35 6.01  0.378
86 H -7.57 1.75 5.33  0.230
87 H -8.71 4.34 4.14  0.293
88 H -9.62 3.11 5.02  0.380
89 H -8.94 2.73 3.45  0.281